Formula: C9H28F9HfO21S5
Source: the OMol25 dataset
Level of theory: ωB97M-V/def2-TZVPD

Structure (XYZ):
```
73
Properties=species:S:1:pos:R:3:mulliken_charge:R:1
Hf -1.67094 -3.87422 -2.20379 1.032
C 3.28137 -4.35772 -1.81520 0.668
F 3.58555 -3.10122 -2.12088 -0.226
F 4.26043 -5.14130 -2.16428 -0.174
F 3.11898 -4.40940 -0.49287 -0.221
S 1.70712 -4.88926 -2.73394 1.110
O 0.53070 -4.28362 -2.02820 -0.897
O 1.81724 -4.22172 -4.01400 -0.776
O 1.67584 -6.32176 -2.76576 -0.582
C 1.22617 -0.73990 0.22566 0.350
F 0.34311 -0.88260 1.20685 -0.243
F 1.83099 0.40770 0.38904 0.021
F 2.03837 -1.78532 0.28448 -0.091
S 0.20993 -0.80327 -1.39618 1.051
O -0.63452 0.36901 -1.33655 -0.277
O 1.14679 -0.82872 -2.52258 -0.940
O -0.56866 -2.07330 -1.41313 1.965
C -4.56141 0.17366 -2.57862 0.644
F -3.71008 0.79993 -1.77157 -0.189
F -5.41444 -0.55583 -1.86282 -0.214
F -5.26820 1.07427 -3.21483 -0.181
S -3.52475 -0.93274 -3.75506 1.196
O -4.53402 -1.62228 -4.52617 -0.645
O -2.64799 -0.03512 -4.49229 -0.600
O -2.68048 -1.79886 -2.89323 -1.042
O 1.69631 4.73335 3.22801 -0.542
S 2.93659 4.12075 2.85086 1.102
O 4.20477 4.51805 3.40754 -0.620
O 2.75731 2.52963 3.16332 -0.188
C 3.89610 1.67094 3.10006 -0.105
C 3.53675 0.34378 3.73271 -1.271
C 3.01196 3.91546 1.01610 -0.687
H 4.72647 2.06986 3.68114 0.366
H 4.19870 1.51662 2.06088 0.201
H 4.39971 -0.32739 3.70685 0.401
H 2.73538 -0.27031 3.32357 0.193
H 3.39485 0.54274 4.79635 0.380
H 2.90210 4.92897 0.63441 0.462
H 2.05733 3.45331 0.76328 -0.022
H 3.84489 3.27365 0.75835 0.326
O -5.22567 2.07706 2.45889 -0.587
S -4.37247 0.91634 2.50648 1.207
O -4.89203 -0.36449 2.06582 -0.752
O -3.00570 1.25177 1.65913 -0.289
C -2.51496 2.59524 1.69868 -0.591
C -0.99467 2.46303 1.85793 -0.468
C -3.57679 0.75518 4.08242 -0.934
H -2.96898 3.13213 2.52830 0.578
H -2.65380 3.02201 0.70378 0.257
H -0.74405 2.31614 2.91048 0.400
H -0.48018 3.32607 1.43714 0.260
H -0.58021 1.58948 1.35694 -0.204
H -3.29167 1.74267 4.44159 0.344
H -2.74382 0.06081 4.03401 0.258
H -4.31474 0.40004 4.80324 0.443
O -1.51845 3.09848 -1.66577 -0.590
H -0.71967 3.63274 -1.70763 0.275
H -1.20446 2.18420 -1.67570 0.359
O -1.50275 -3.78236 0.20902 -0.516
H -1.45183 -2.95699 0.73873 0.151
H -1.73531 -4.48451 0.83879 0.327
O 5.01900 -1.09851 -0.47781 -0.598
H 4.27683 -1.56938 -0.86680 0.286
H 4.90271 -0.18515 -0.75915 0.309
O 1.30156 1.35407 -4.01120 -0.620
H 1.21929 0.54601 -3.46109 0.456
H 1.82585 1.96284 -3.48318 0.278
O -0.66909 -3.09606 -4.15254 -0.371
H 0.31550 -3.04448 -4.25172 0.321
H -1.03720 -2.80223 -5.00599 0.302
O -2.68516 -1.09131 0.21591 -0.272
H -3.50388 -0.92559 0.70764 0.115
H -2.32946 -0.21105 0.03611 0.132
```

The calculation puts the HOMO energy at -12.803 eV. The largest force on an atom is 10.987 eV/Å. The total charge is +1. The electronic energy comes out at -4877.1604 Ha. For the frontier orbital gap, the calculation gives 4.219 eV.

---

Formula: C30H46BrMnN3P2
Source: the OMol25 dataset
Level of theory: ωB97M-V/def2-TZVPD

Structure (XYZ):
```
83
Properties=species:S:1:pos:R:3:mulliken_charge:R:1
C -0.79341 6.86273 -3.81755 -0.468
C -0.89576 5.44969 -4.13737 0.318
C -1.28320 5.19211 -5.49513 -0.409
C -1.46070 6.25130 -6.40148 -0.330
N -1.32818 7.52263 -6.07588 -0.523
C -1.00210 7.82110 -4.83134 -0.255
C -0.68485 4.30122 -3.20261 0.742
C -0.66018 3.31107 -2.44607 -1.345
C -1.07551 2.37555 -1.46071 1.422
C -0.12401 1.95646 -0.50185 -0.904
C -0.57061 1.39209 0.71226 -0.942
C -1.94409 1.01646 0.89760 1.199
C -2.89094 1.46821 -0.03579 -0.965
C -2.43380 2.04851 -1.23390 -0.760
Mn -0.34566 -0.24486 -0.79809 -0.245
P 1.65609 -1.58421 1.00602 1.213
H -1.47836 4.16985 -5.85400 0.347
H -0.58670 7.25159 -2.80392 0.370
H -1.72264 6.03765 -7.42595 0.385
H -0.90323 8.87762 -4.62138 0.389
H -3.12263 2.34484 -2.01488 0.608
H 0.87593 2.41139 -0.59349 0.628
H -3.93827 1.34844 0.27197 0.611
H 0.18404 1.55287 1.48077 0.531
C 2.16037 -3.21175 1.86901 -0.865
C 3.14197 -4.26166 1.32848 -1.446
H 1.19416 -3.70857 2.03849 0.637
H 2.54990 -2.91833 2.86185 0.340
H 3.19755 -5.10672 2.03589 0.442
H 2.86838 -4.69414 0.36048 0.221
H 4.16938 -3.89070 1.23857 0.269
C 2.20017 -1.75265 -0.78020 -0.045
C 3.01088 -0.64730 -1.46036 -1.413
H 1.23788 -1.69250 -1.32128 -0.549
H 2.66822 -2.72847 -0.97461 0.541
H 2.93558 -0.77975 -2.55298 0.442
H 2.60655 0.35641 -1.25249 0.167
H 4.06986 -0.65187 -1.18539 0.370
C 3.15981 -0.61645 1.57699 -0.335
C 4.57805 -1.16300 1.45959 -1.662
H 2.96014 -0.38120 2.63065 0.307
H 3.08014 0.31863 1.00521 0.441
H 5.26613 -0.32327 1.61528 0.377
H 4.81461 -1.91235 2.22082 0.376
H 4.80677 -1.59296 0.48147 0.349
Br -2.49273 -0.06723 2.34806 0.136
P -2.22686 -3.20156 -0.94169 -0.176
C -0.47518 -3.69180 -0.95649 1.359
C -0.12165 -5.07128 -1.48066 -1.598
H -0.11093 -3.53694 0.07581 -0.594
H 0.01519 -2.96132 -1.62085 -0.142
H 0.93305 -5.09457 -1.75407 0.377
H -0.29687 -5.84559 -0.73611 0.388
H -0.69905 -5.28076 -2.37813 0.448
C -2.96611 -2.98393 0.69149 0.862
C -4.34635 -3.55841 0.81325 -1.520
H -2.98874 -1.88855 0.85516 -1.000
H -2.24895 -3.41630 1.40533 0.545
H -4.58280 -3.67729 1.85252 0.438
H -5.11370 -2.92276 0.40239 0.356
H -4.43893 -4.53075 0.36355 0.399
C -2.52120 -1.62976 -1.80612 1.400
C -2.91585 -1.89924 -3.29816 -1.398
H -1.57234 -0.97838 -1.81572 -0.758
H -3.33636 -1.08899 -1.27852 0.438
H -3.30133 -0.96436 -3.76316 0.409
H -2.03346 -2.24322 -3.88599 0.352
H -3.72371 -2.66030 -3.34690 0.390
C 2.59216 0.82576 5.95830 -1.218
C 1.53704 0.95624 4.95039 0.408
C 0.74386 2.06847 4.66839 -1.135
C -0.08936 1.67504 3.62259 0.904
N 0.25897 0.43406 3.18078 0.110
N 1.24534 0.02471 4.01285 -0.494
C -1.20155 2.52955 3.16413 -1.032
H 3.42188 1.52201 5.70249 0.266
H 2.14509 1.13515 6.92458 0.377
H 2.95353 -0.22176 6.00127 0.311
H 0.72413 3.07594 5.08029 0.417
H 1.57776 -0.96564 3.94986 0.318
H -1.34525 3.33740 3.88325 0.496
H -0.99705 3.05578 2.22453 0.293
H -2.14949 1.96479 3.11858 0.282
```

The calculation puts the HOMO energy (alpha / beta) at -13.235 / -13.159 eV. The largest force on an atom is 3.815 eV/Å. The energy relative to the best compared isomer or geometry (same formula, charge and spin) is 480.0 kJ/mol. The total charge is +2. The electronic energy comes out at -5741.9017 Ha. Its multiplicity is 6. For the frontier orbital gap (alpha / beta), the calculation gives 6.375 / 5.498 eV.

---

Formula: C4H5NO
Source: the OMol25 dataset
Level of theory: ωB97M-V/def2-TZVPD

Structure (XYZ):
```
11
Properties=species:S:1:pos:R:3:mulliken_charge:R:1
O 1.08574 0.44608 -0.97053 -0.334
C 1.32165 -0.06979 0.22008 0.097
C 0.47297 0.18683 1.26184 -0.798
C -1.15080 -0.33404 -0.17228 -0.470
C -0.40377 0.25185 -1.25007 0.542
N -1.09948 0.42264 -2.21832 -0.545
H 2.08362 -0.85076 0.26477 0.341
H -0.05938 1.13159 1.29752 0.330
H 0.61693 -0.31713 2.21294 0.305
H -1.94690 0.23880 0.29096 0.272
H -1.31056 -1.41157 -0.19679 0.261
```

The calculation puts the HOMO energy (alpha / beta) at -8.861 / -8.853 eV. The largest force on an atom is 0.753 eV/Å. The energy relative to the best compared isomer or geometry (same formula, charge and spin) is 457.5 kJ/mol. The total charge is 0. The electronic energy comes out at -285.2403 Ha. For the frontier orbital gap (alpha / beta), the calculation gives 8.312 / 8.305 eV.

---

Formula: C18H19N3O4S
Source: the OMol25 dataset
Level of theory: ωB97M-V/def2-TZVPD

Structure (XYZ):
```
45
Properties=species:S:1:pos:R:3:mulliken_charge:R:1
C -2.43114 -3.97669 1.04661 -0.581
O -3.01629 -2.79194 1.53614 -0.412
C -2.46960 -1.61550 1.00605 0.111
C -3.03061 -1.26905 -0.39103 -0.914
N -2.26549 -0.20340 -0.97219 0.230
C -1.11891 -0.35213 -1.69398 0.099
S -0.48442 -1.89727 -2.17773 -0.218
C 1.26174 -1.39674 -2.12686 -0.728
C 1.62351 -0.95456 -0.71920 0.505
O 1.12070 -1.46534 0.25427 -0.574
C 2.65723 0.09928 -0.63378 0.296
C 2.61970 1.23068 -1.44102 -0.559
C 3.60261 2.19604 -1.29134 -0.794
C 4.61735 2.03297 -0.37161 -0.562
C 4.65111 0.90529 0.45432 0.739
O 5.68111 0.84585 1.33735 -0.442
C 5.75016 -0.24972 2.21942 -0.798
C 3.65671 -0.05438 0.32735 -0.312
N -0.57067 0.80747 -1.94769 -0.113
N -1.33837 1.74587 -1.38895 -0.832
C -2.35221 1.15604 -0.79737 0.443
C -3.38131 1.86340 -0.09724 0.584
C -3.53461 3.21852 0.06249 -0.680
C -4.70137 3.38967 0.83662 -0.406
C -5.17234 2.13755 1.09220 -0.534
O -4.38318 1.20651 0.53326 -0.283
H -2.66211 -4.14662 -0.01065 0.261
H -2.85059 -4.78849 1.63746 0.267
H -1.34276 -3.95558 1.17014 0.241
H -2.73019 -0.81673 1.70644 0.249
H -1.37344 -1.68977 0.94290 0.119
H -2.94836 -2.13822 -1.04895 0.461
H -4.07785 -0.97392 -0.31417 0.235
H 1.84113 -2.28635 -2.37982 0.471
H 1.43099 -0.62039 -2.86837 0.389
H 1.79680 1.38928 -2.11998 0.338
H 3.57432 3.08499 -1.90257 0.393
H 5.39443 2.77193 -0.25626 0.445
H 6.63115 -0.07605 2.83506 0.231
H 4.86505 -0.30511 2.86047 0.338
H 5.86774 -1.19404 1.67827 0.323
H 3.63329 -0.93549 0.94927 0.481
H -2.88459 3.96985 -0.33262 0.566
H -5.13093 4.31551 1.15905 0.466
H -6.02551 1.78679 1.63824 0.459
```

The calculation puts the HOMO energy at -7.980 eV. As for the SMILES: COCCn1c(SCC(=O)c2cccc(OC)c2)nnc1-c1ccco1. The largest force on an atom is 1.428 eV/Å. The energy relative to the best compared isomer or geometry (same formula, charge and spin) is 422.0 kJ/mol. The total charge is 0. The electronic energy comes out at -1560.6697 Ha. For the frontier orbital gap, the calculation gives 8.328 eV.

---

Formula: C4H8O2
Source: the OMol25 dataset
Level of theory: ωB97M-V/def2-TZVPD

Structure (XYZ):
```
14
Properties=species:S:1:pos:R:3:mulliken_charge:R:1
C -0.89339 -0.03953 -1.42681 -1.116
C 0.45589 0.15681 -0.78690 0.206
O 0.71020 1.66603 0.14475 -0.522
C 0.41028 0.80557 1.18835 -0.629
C 0.70100 -0.58263 0.50112 -0.043
O -0.22195 -1.59267 0.84027 -0.545
H -1.67535 -0.06095 -0.66317 0.269
H -1.07121 0.76323 -2.14054 0.340
H -0.97403 -1.00616 -1.95538 0.318
H 1.28779 0.38130 -1.42068 0.418
H -0.68139 0.73504 1.33262 0.288
H 0.91006 0.97622 2.15031 0.352
H 1.73133 -0.94059 0.61540 0.339
H -0.68923 -1.26167 1.62066 0.324
```

The calculation puts the HOMO energy at -9.432 eV. The largest force on an atom is 3.310 eV/Å. The energy relative to the best compared isomer or geometry (same formula, charge and spin) is 306.0 kJ/mol. The total charge is 0. The electronic energy comes out at -307.5959 Ha. For the frontier orbital gap, the calculation gives 10.315 eV.

---

- Among the records above, which one has the lowest largest force on an atom?
  C4H5NO

---

- Among the records above, which one has the lowest largest force on an atom?
  C4H5NO

---

- Among the records above, which one has the highest largest force on an atom?
  C9H28F9HfO21S5

---

- Which value of total charge does entry 4 give?
  0